# 1
# C5H10N2O

An isolated molecule of C5H10N2O (ωB97M-V/def2-TZVPD, the OMol25 dataset).

Cartesian coordinates (Å):
O: -0.3519 0.7701 2.1810
H: 1.4545 -0.6736 2.3036
H: 1.2715 -1.5151 -1.1913
H: -2.3096 -1.8249 -1.1710
C: 0.0923 0.8878 1.0408
C: 0.8359 -0.5417 -0.9445
H: -0.8114 -2.5875 -0.6508
H: 0.2053 2.0915 -0.7504
H: -1.1823 0.3131 -1.2583
C: 1.0083 -0.2450 0.5163
N: 1.6218 -1.0252 1.3464
H: 1.3139 0.2406 -1.5398
C: 0.1711 2.2108 0.3326
H: 1.0553 2.7569 0.6673
C: -1.3769 -1.6514 -0.6260
N: -0.6539 -0.5535 -1.2502
H: -1.6170 -1.4404 0.4203
H: -0.7269 2.7874 0.5742

The multiplicity is 1. The energy relative to the best compared isomer or geometry (same formula, charge and spin) comes out at 164.2 kJ/mol. As for the SMILES: [H]/N=C(/CNC)C(C)=O. The value obtained for the HOMO-LUMO gap is 9.2 eV. The net charge is 0. The value obtained for the strongest force on any atom is 2.9 eV Å⁻¹.


# 2
# C5H10N2O

An isolated molecule of C5H10N2O (ωB97M-V/def2-TZVPD, the OMol25 dataset).

Cartesian coordinates (Å):
H: 0.9564 2.2973 -0.6893
H: -1.8363 -1.9454 -0.7774
O: 1.5061 -1.1858 -0.1483
N: 0.5435 1.4669 -0.9813
H: 2.1729 -0.3253 1.5816
C: 1.8607 -0.0455 0.4928
C: -0.9367 0.8583 1.0117
H: -0.9091 0.6373 2.0860
N: -1.9828 -0.0146 0.2207
H: -0.3496 1.6568 -1.5302
C: -1.3275 -0.8784 -0.8245
H: -1.2787 -0.4917 -1.8550
H: -0.3586 -1.3372 0.9285
H: -2.2002 -0.8080 1.1826
C: 0.4248 0.4936 0.1651
C: 0.0346 -0.8771 -0.0697
H: -1.2593 1.8555 0.7600
H: 2.7531 0.4756 0.1711

The multiplicity is 1. The energy relative to the best compared isomer or geometry (same formula, charge and spin) comes out at 555.7 kJ/mol. As for the SMILES: N[C@@]12CNC[C@H]1OC2. The value obtained for the HOMO-LUMO gap is 9.7 eV. The net charge is 0. The value obtained for the strongest force on any atom is 5.3 eV Å⁻¹.


# 3
# C5H10N2O

An isolated molecule of C5H10N2O (ωB97M-V/def2-TZVPD, the OMol25 dataset).

Cartesian coordinates (Å):
H: -2.3731 -1.1495 -1.5442
H: 1.1664 1.3450 -0.5100
C: 0.8833 1.0425 2.3730
H: -2.5226 0.1346 -2.6915
N: -2.0795 -0.2616 -1.9000
H: -0.9162 0.2245 0.5075
C: -0.8668 0.2625 -1.5219
H: 1.8177 -0.3235 -0.5421
O: -0.3548 1.1169 -2.2305
H: -0.1917 1.2496 2.3616
C: 1.6111 0.5689 1.3763
C: -0.2428 -0.2381 -0.2339
H: 2.6431 0.3302 1.6126
N: -0.3379 -1.6884 -0.1910
H: 1.1754 1.3237 3.3805
C: 1.1381 0.3693 -0.0313
H: 0.4422 -2.1650 -0.6182
H: -0.9919 -2.1416 0.4030

The multiplicity is 1. The energy relative to the best compared isomer or geometry (same formula, charge and spin) comes out at 101.4 kJ/mol. As for the SMILES: C=CC[C@H](N)C(N)=O. The value obtained for the HOMO-LUMO gap is 9.8 eV. The net charge is 0. The value obtained for the strongest force on any atom is 2.0 eV Å⁻¹.


# 4
# C5H10N2O

C5H10N2O as an isolated structure (ωB97M-V/def2-TZVPD, the OMol25 dataset).

Cartesian coordinates (Å):
H: 1.8324 -1.8509 0.2834
C: 0.7066 1.2038 0.1981
H: 0.4460 0.4726 -1.9361
H: 0.5164 -1.8105 1.4871
C: 0.7508 -1.8106 0.4216
C: -2.0447 0.6169 -0.7694
O: 0.3139 2.2475 -0.2182
H: 2.1453 1.7426 1.4524
H: -3.0825 0.3008 -0.6493
H: -1.7934 0.5840 -1.8331
H: 0.3477 -2.7299 -0.0101
C: 0.1360 -0.6525 -0.3296
N: 1.5117 0.9757 1.2733
C: -1.1399 -0.2385 0.0451
H: 1.9008 0.0556 1.3843
H: -1.5467 -0.6816 0.9455
H: -1.9665 1.6713 -0.4743
N: 0.9661 -0.0965 -1.2707

The multiplicity is 1. The energy relative to the best compared isomer or geometry (same formula, charge and spin) comes out at 317.0 kJ/mol. The value obtained for the HOMO-LUMO gap is 8.2 eV. The net charge is 0. The value obtained for the strongest force on any atom is 1.9 eV Å⁻¹.


# 5
# C5H10N2O

An isolated ion of composition C5H10N2O and charge +2 (ωB97M-V/def2-TZVPD, the OMol25 dataset).

Cartesian coordinates (Å):
H: -0.4180 -2.6995 1.4675
N: -0.6489 -1.7584 1.5182
C: -0.9981 0.4550 0.7270
H: 0.0756 1.3991 -0.7704
H: -1.6805 3.3819 -0.9385
H: -1.0951 -1.5860 2.3800
C: -1.6075 2.8009 0.0436
C: 2.4396 -2.4123 -1.0550
H: -1.0001 3.4507 0.7037
O: 1.3804 -2.1164 -0.2925
H: 2.2211 -3.3688 -1.6062
H: -1.8721 0.4379 1.3416
H: 3.1164 -1.6145 -1.5660
C: -0.7407 1.6504 -0.1321
H: 3.1554 -2.9890 -0.2732
C: -0.3477 -0.7841 0.6407
N: 0.6617 -0.8545 -0.2560
H: -2.6393 2.6267 0.5507

The multiplicity is 1. The energy relative to the best compared isomer or geometry (same formula, charge and spin) comes out at 655.2 kJ/mol. The value obtained for the HOMO-LUMO gap (spin up / spin down) is 7.3 / 6.5 eV. The net charge is +2. The value obtained for the strongest force on any atom is 6.6 eV Å⁻¹.


# 6
# C5H10N2O

An isolated ion of composition C5H10N2O and charge +2 (ωB97M-V/def2-TZVPD, the OMol25 dataset).

Cartesian coordinates (Å):
H: -0.7673 -1.7488 0.6165
H: 1.4070 -2.3695 -0.5069
C: -0.2928 1.2371 -0.1305
H: 2.8556 -0.9039 1.0256
H: -2.3689 -1.2937 -0.1087
N: -1.0081 0.1681 0.1991
C: -2.4066 -0.1476 0.0513
C: 1.1465 1.5727 -0.0507
O: -0.3305 -0.9015 0.7215
N: 2.2594 -0.5442 0.2441
H: 1.5285 2.6454 -0.0993
C: 2.2302 0.8260 0.3187
H: -2.8091 0.4589 -0.7055
C: 1.4688 -1.2130 -0.5654
H: -0.8139 2.0274 -0.4304
H: 0.9419 -0.8787 -1.4100
H: -2.7682 0.2565 1.0326
H: 3.0334 1.4267 0.6185

The multiplicity is 1. The energy relative to the best compared isomer or geometry (same formula, charge and spin) comes out at 420.2 kJ/mol. As for the SMILES: C=[NH+]/C=C\C=[N+](\C)O. The value obtained for the HOMO-LUMO gap is 9.0 eV. The net charge is +2. The value obtained for the strongest force on any atom is 4.5 eV Å⁻¹.


# 7
# C5H10N2O2

A 2-piece molecular cluster, C5H10N2O2 overall (ωB97M-V/def2-TZVPD, the OMol25 dataset).

Cartesian coordinates (Å):
H: -0.7877 1.5538 -1.0195
H: -0.5855 -0.7422 -0.0044
N: -0.4030 0.7958 1.8090
C: 1.7890 -1.0794 -0.5013
H: -2.5243 -0.8578 -0.2568
O: 2.3675 -2.0535 -0.9218
H: 1.3715 0.4980 -1.8564
C: -1.5590 0.7985 -1.1136
N: 0.7684 -1.1907 0.4573
H: 0.6169 -0.3920 1.1497
O: -2.7301 0.4854 1.9251
H: 3.0569 0.4188 -1.3325
H: 1.7925 1.0737 -0.2405
H: -2.2258 0.8879 -1.9635
C: -1.6074 0.4764 1.4707
H: -0.3671 1.2771 2.7012
C: -1.7014 -0.1554 -0.1642
C: 2.0263 0.3258 -0.9977
H: 0.7020 -2.1201 0.8591

The multiplicity is 1. The energy relative to the best compared isomer or geometry (same formula, charge and spin) comes out at 364.3 kJ/mol. The value obtained for the HOMO-LUMO gap (spin up / spin down) is 8.6 / 8.6 eV. The net charge is 0. The value obtained for the strongest force on any atom is 0.7 eV Å⁻¹.


# 8
# C5H10N2O2

C5H10N2O2 as an isolated structure (ωB97M-V/def2-TZVPD, the OMol25 dataset).

Cartesian coordinates (Å):
H: -1.5663 -1.6137 -1.8923
O: -0.5751 -0.0607 0.9175
C: 0.2059 2.1530 -0.2851
H: 2.0417 0.2232 1.9869
C: -1.6499 -0.8266 -1.1388
H: 0.0033 -2.4282 1.2779
H: -2.6614 -0.8386 -0.7277
C: 0.7490 1.0257 0.5220
H: -0.4729 -3.0471 -0.1930
C: 1.6934 1.0985 1.4553
N: 0.8736 -0.5506 -0.5691
N: -0.6442 -2.3355 0.5059
H: 0.3668 1.9898 -1.3539
H: 0.6973 3.0861 -0.0011
H: -1.4853 0.1370 -1.6195
O: 1.7824 -1.3011 -0.4344
H: 2.1596 2.0489 1.6833
C: -0.6520 -1.0269 -0.0183
H: -0.8659 2.2669 -0.1157

The multiplicity is 1. The energy relative to the best compared isomer or geometry (same formula, charge and spin) comes out at 581.9 kJ/mol. The value obtained for the HOMO-LUMO gap (spin up / spin down) is 7.6 / 7.6 eV. The net charge is 0. The value obtained for the strongest force on any atom is 1.5 eV Å⁻¹.


# 9
# C5H10N2O2S

A 2-piece molecular cluster, C5H10N2O2S overall (ωB97M-V/def2-TZVPD, the OMol25 dataset).

Cartesian coordinates (Å):
H: 1.4159 2.6581 -2.4701
H: 0.1281 -1.7422 -1.3329
C: -1.6869 0.2479 0.5089
H: -2.4741 -2.2582 0.9128
C: 1.2102 2.0853 -1.4676
H: 1.7736 2.6348 -0.7096
O: 3.2707 0.5399 -1.7941
C: 1.5695 0.0798 1.5261
H: -1.6111 0.6243 1.5077
H: -1.1949 -1.6740 1.7832
H: 0.0940 2.0851 -1.2934
O: 1.1875 -0.1620 2.5982
C: -1.3887 -2.1966 0.8323
H: -1.3764 1.1187 -0.1930
H: -2.8087 0.0218 0.3994
N: -0.1826 -0.8555 -0.9829
H: -0.9373 -3.2092 0.8772
N: 2.0424 0.5595 0.5294
C: -0.9750 -0.9840 0.0604
S: 1.9436 0.4266 -1.2920

The multiplicity is 1. The energy relative to the best compared isomer or geometry (same formula, charge and spin) comes out at 174.8 kJ/mol. The value obtained for the HOMO-LUMO gap is 9.3 eV. The net charge is 0. The value obtained for the strongest force on any atom is 4.1 eV Å⁻¹.


# 10
# C5H10N2O3S

An isolated molecule of C5H10N2O3S (ωB97M-V/def2-TZVPD, the OMol25 dataset).

Cartesian coordinates (Å):
H: 1.5585 -1.9290 1.9007
H: 2.8282 1.0404 2.9466
S: -0.5863 -2.8244 1.4097
C: 1.5589 0.7279 1.5131
H: -0.4385 -0.0743 1.8131
O: 2.0594 0.4194 2.7141
C: 0.8970 -1.7251 1.0794
C: -1.5712 0.5087 -2.0859
C: 0.4421 -0.2319 1.0845
H: 0.4187 0.7523 -0.9479
H: -1.4936 -1.8763 1.1154
H: 1.5229 -1.9733 0.1690
H: -0.7091 2.4623 -1.9841
H: -2.6563 0.8437 -2.3323
O: -2.3286 -0.3841 0.0696
H: -1.2775 -0.4738 -2.6438
N: -0.5088 1.4809 -2.4117
N: -0.0553 0.1787 -0.2254
H: -0.3690 1.5045 -3.4006
O: 2.0851 1.5436 0.7887
C: -1.3765 0.0298 -0.5724

The multiplicity is 1. The energy relative to the best compared isomer or geometry (same formula, charge and spin) comes out at 119.3 kJ/mol. As for the SMILES: NCC(=O)N[C@@H](CS)C(=O)O. The value obtained for the HOMO-LUMO gap is 9.4 eV. The net charge is 0. The value obtained for the strongest force on any atom is 2.8 eV Å⁻¹.


# 11
# C5H10N2O9

A 2-piece molecular cluster, C5H10N2O9 overall (ωB97M-V/def2-TZVPD, the OMol25 dataset).

Cartesian coordinates (Å):
O: -1.0657 5.2667 1.7172
O: -1.0593 1.0663 0.0602
C: -0.0245 0.3512 0.1098
O: 3.7959 0.3534 0.4335
O: 2.0608 -0.2362 -1.1027
O: 4.1810 -1.1543 -1.1366
H: -0.0619 -1.7748 -0.6157
H: -2.7754 -3.6385 -1.4195
H: 1.2713 0.7907 1.8368
H: 1.9409 1.4615 -0.0380
O: -1.0293 -0.4896 -1.9361
O: 0.4186 3.6090 1.7302
O: -3.0931 -1.8974 -0.6697
H: -2.4886 -0.4273 0.5839
N: 3.5563 -0.3537 -0.5155
O: -2.3879 -2.7812 -1.6439
C: 0.5605 0.0079 1.5198
H: -1.6197 -1.1740 -2.3472
N: -0.6827 4.1197 1.4605
C: -0.7930 -0.9474 -0.6491
H: 1.0017 1.3717 -1.6036
H: 1.0884 -0.9536 1.5367
C: -2.0941 -1.3560 0.1345
C: 1.3290 0.8557 -0.6886
H: -1.8152 -2.0726 0.9509
H: -0.2140 0.0028 2.2925

The multiplicity is 1. The energy relative to the best compared isomer or geometry (same formula, charge and spin) comes out at 142.0 kJ/mol. The value obtained for the HOMO-LUMO gap (spin up / spin down) is 7.9 / 7.0 eV. The net charge is 0. The value obtained for the strongest force on any atom is 4.3 eV Å⁻¹.


# 12
# C5H10N2S

An isolated molecule of C5H10N2S (ωB97M-V/def2-TZVPD, the OMol25 dataset).

Cartesian coordinates (Å):
C: 0.8985 -0.5827 -0.9462
N: 1.9526 -0.0958 -1.5459
H: -0.2393 -2.4057 1.5174
H: 0.5446 -1.4851 -1.3865
H: -1.8210 -1.0224 0.5597
H: -1.4021 0.2702 1.5093
H: -1.0249 -1.4565 2.8894
C: -0.9030 -0.5360 1.0097
S: -2.2128 1.3803 -1.0964
H: 0.0870 2.9955 -1.8966
H: 0.6061 -1.3132 2.5232
H: 2.1978 -0.5377 -2.4715
H: 1.1896 1.8190 -1.1790
H: 0.6925 0.9380 0.6436
N: 0.2616 2.0951 -1.4061
C: 0.1669 0.0976 0.1165
C: -0.6778 1.2841 -0.8991
C: -0.3163 -1.4449 2.0584

The multiplicity is 1. The energy relative to the best compared isomer or geometry (same formula, charge and spin) comes out at 206.3 kJ/mol. As for the SMILES: [H]/N=C/[C@H](CC)C(N)=S. The value obtained for the HOMO-LUMO gap is 8.9 eV. The net charge is 0. The value obtained for the strongest force on any atom is 4.3 eV Å⁻¹.


- Which value of net charge does entry 7 give?
  0